17
Properties=species:S:1:pos:R:3:lowdin_charge:R:1 method="wB97M-V/def2-TZVPD" total_energy_ha=-471.04157 homo_energy_ev="-8.651 / -7.660" lumo_ev="-0.2177 / -0.4785" e_above_lowest_kcal_mol=91.3 gap_ev="8.433 / 7.182"
C 3.01107 0.36939 0.71409 0.02
C 1.69105 0.17022 0.47917 -0.22
C -0.61667 -0.92069 0.73588 -0.15
C -1.19988 0.50803 -1.62034 0.01
C 0.85437 -0.83125 0.97304 -0.08
C -1.26785 -0.43747 -0.48408 -0.07
C -2.42500 0.35418 -0.70357 -0.53
F -3.52979 -0.28802 -1.12229 0.10
F -2.81895 1.43486 -0.00110 0.11
H 3.44031 1.12357 0.13368 0.03
H 3.57366 -0.15157 1.49814 0.07
H 1.21262 0.88630 -0.17501 0.09
H -0.98758 -1.83972 1.04891 0.10
H -0.77102 -0.01866 1.32988 0.15
H -0.52677 1.34915 -1.54514 0.09
H -1.07851 -0.04226 -2.69079 0.16
H 1.43893 -1.66606 1.42956 0.12